# 1
13
Properties=species:S:1:pos:R:3 method="wB97M-V/def2-TZVPD" e_tot_ha=-554.776265 lumo_ev="-1.19 / -2.08" spin_multiplicity=2 e_above_lowest_kj_mol=33.75 s2=0.799
Rb -2.5130 1.3714 -2.4765
O -2.4052 -0.3141 -0.1656
O 2.9320 0.2019 0.2752
O 1.0903 2.3746 0.1805
O -0.6598 -2.6908 0.3028
C -0.2262 -1.4628 0.1993
C 1.6880 0.0261 0.3202
C 1.1207 -1.3360 0.3473
C 0.5976 1.2769 0.2039
C -0.7803 1.0557 0.0648
C -1.1405 -0.2274 0.0995
H -1.4931 1.8667 0.0388
H 1.7895 -2.1423 0.6098



# 2
63
Properties=species:S:1:pos:R:3 method="wB97M-V/def2-TZVPD" e_tot_ha=-5805.469047 lumo_ev="-9.63 / -9.64" e_above_lowest_kj_mol=0.00 total_charge=+2
Ce -1.0919 0.0670 -0.4326
Br 0.6610 -6.0295 -3.3124
S -0.7337 3.0642 0.3739
S -4.7052 2.0811 1.3557
F -3.0136 -0.7983 0.5297
F -4.9191 -1.3545 -0.8512
F -3.3912 0.3763 -1.3725
F -2.7094 -1.7262 -1.5422
O 0.2235 3.4082 1.3725
O -0.2013 2.3527 -0.8553
N 0.3267 -3.1891 -0.2696
N 1.5944 -0.5112 -0.6627
N 0.0789 -0.0008 -2.7608
N -1.9984 2.0652 0.9252
N 0.5013 -0.0875 3.8466
N 0.4875 -0.1212 1.5620
N 2.3880 -0.7794 0.3706
C -0.3333 0.1743 -5.1051
C -3.1354 4.0348 0.3350
C 0.9637 -0.2521 -5.3770
C 0.8851 -3.8005 0.7742
C -4.1862 4.9948 0.1380
C 1.0376 -5.8302 -0.4719
C 1.8376 -0.6233 -4.3397
C -3.2228 2.6896 0.8828
C -1.8405 4.3820 -0.0208
C -3.8664 6.1240 -0.5975
C 2.4663 -0.9596 5.1126
C -0.1250 0.2056 2.6905
C -0.7200 0.2930 -3.7808
C 2.5042 -0.8081 2.7077
C 1.7577 -0.6705 3.8912
C 0.5930 -5.1553 -1.6381
C 3.9415 -1.0165 2.7295
C -1.5097 5.6019 -0.5452
C 1.7698 -0.5601 1.5133
C 4.5329 -1.3739 3.9512
C -2.5791 6.3963 -1.0013
C 0.2438 -3.8378 -1.4495
C 2.1207 -0.8004 -1.8502
C 1.2721 -5.1377 0.7433
C 1.3316 -0.4862 -3.0060
C 3.7873 -1.2935 5.1164
B -3.6271 -0.8817 -0.8101
H -2.3377 7.2588 -1.6234
H 4.3805 -0.9888 1.7096
H -0.4550 5.9098 -0.6208
H 5.5736 -1.6876 3.9090
H -4.7256 6.7556 -0.8251
H 1.0335 -3.1143 1.6240
H -1.0656 0.7377 2.7242
H -0.9628 0.3027 -5.9553
H -1.7429 0.6315 -3.5226
H 1.7605 -5.6378 1.6495
H 3.0363 -1.3203 -1.9622
H 1.2629 -0.5180 -6.3572
H -5.0948 4.8528 0.6960
H 4.1817 -1.4103 6.1205
H 2.0058 -0.8669 6.0483
H -0.0375 -0.0525 4.7180
H 2.8689 -0.8142 -4.4364
H 1.1771 -6.8970 -0.4889
H -0.2558 -3.3673 -2.2768



# 3
125
Properties=species:S:1:pos:R:3 method="wB97M-V/def2-TZVPD" e_tot_ha=-5081.007975 lumo_ev=1.67 total_charge=-1
S -0.9237 5.4869 1.6039
S 3.6475 7.5681 -5.1053
S 2.5969 3.3214 -3.1031
S 0.1672 -8.6480 -2.1020
P 0.5853 -1.4768 2.0515
P 0.8982 -5.2583 2.0444
O 2.3538 3.6934 -4.4812
O 2.6880 8.1063 -4.1706
O 2.7472 1.9451 -2.7058
O -0.4454 -4.2404 4.0214
O -0.6312 -2.1559 3.1773
O 0.3490 -2.8799 0.9897
O -5.9539 -1.2773 0.6958
O 3.2335 -1.6981 0.8535
O 1.6353 -5.8356 0.8515
O -0.3746 -7.3163 -2.2087
O -8.1415 -1.1358 0.2888
O -0.5961 -9.8154 -2.4763
O 1.8383 -0.0307 -0.2616
O -3.2180 -5.8119 0.0589
O -4.1302 -5.3771 3.4261
O -1.1771 5.9163 0.2495
O 4.9578 7.1394 -4.6749
O 1.9064 -0.5161 4.3389
O -0.3071 4.2189 1.8920
N -0.1922 -3.0684 6.1560
C -7.2455 -1.5860 0.9458
C 3.2926 -0.5213 4.0850
C -0.3701 -3.9537 1.5449
C -1.8627 -5.8207 0.5173
C 2.8096 -8.8579 -1.8345
C -4.4754 0.4069 1.6895
C -2.1738 6.7275 3.6052
C 3.8164 8.7161 -6.4769
C -0.6738 -0.3751 1.1268
C 2.1401 4.5966 -0.8665
C 1.3573 4.0746 -2.0621
C 2.2588 -0.5956 -1.5264
C -0.2484 -3.4659 5.0785
C -2.4402 5.6468 2.5504
C 1.1573 -0.0514 3.2276
C -1.2877 -4.3864 0.3967
C -0.0255 6.7814 2.4502
C 0.8044 -8.8830 -0.4493
C -3.1049 0.5132 0.9406
C 2.8709 6.2586 -6.0343
C -5.6768 0.1331 0.7703
C -2.1096 -0.4269 1.6862
C -1.1140 7.6770 3.0323
C 3.2850 7.9812 -7.7137
C -7.5752 -2.5640 2.0720
C -2.9701 -5.0714 3.4257
C 1.7544 -8.7051 -2.9377
C 2.2414 6.9665 -7.2292
C 3.4093 5.2395 -1.4433
C 2.1439 -9.5797 -0.6576
C -1.0479 -3.4242 2.8852
C -2.5635 -3.6431 3.0809
C 3.9900 4.2610 -2.4712
B 1.9896 -0.9957 0.7491
H -6.9511 -2.3272 2.9382
H -0.6569 -4.3738 -0.4971
H 1.6676 0.7484 2.6670
H -4.6436 1.2745 2.3364
H -0.7117 -0.6425 0.0651
H -3.1627 -5.5647 -0.8646
H 3.5879 0.2378 3.3442
H 1.9155 -1.6454 -1.5538
H 0.5642 6.3124 3.2376
H 3.0971 -2.5258 0.3826
H -2.6788 4.6859 2.9997
H 1.8631 -4.6823 2.9028
H 0.6043 3.3351 -1.7973
H 3.2229 9.5992 -6.2467
H 1.5512 5.3066 -0.2890
H 3.1469 -7.8721 -1.5089
H 1.3347 7.4905 -6.9170
H 2.8648 8.6816 -8.4353
H -0.7151 8.3461 3.7940
H -4.4149 -0.4518 2.3728
H -2.7685 1.5546 0.9903
H 1.7606 -0.0663 -2.3289
H 1.9692 6.2597 -8.0117
H 0.2010 -6.3171 2.6929
H -3.2333 0.1863 -0.0963
H 2.7573 -9.5384 0.2414
H 1.9839 -10.6316 -0.9106
H -6.5542 0.6205 1.2172
H -2.0812 -3.6522 0.2255
H 0.2534 0.4174 3.6648
H -5.5457 0.5895 -0.2148
H 1.7454 -9.5609 -3.6108
H 0.6274 7.2933 1.7464
H 0.9015 4.8912 -2.6231
H 4.6822 3.5575 -2.0117
H -1.7641 -6.2647 1.5105
H -1.2812 -6.4589 -0.1730
H -1.5549 8.2897 2.2422
H -0.3137 0.6625 1.1714
H -7.4128 -3.5973 1.7606
H -3.2314 5.9411 1.8631
H -3.0906 7.2555 3.8654
H -3.0583 -3.4057 2.1310
H 4.1033 7.4532 -8.2082
H 3.5662 -1.4898 3.6382
H 4.8631 8.9913 -6.5822
H 1.5134 -2.3039 2.8215
H 2.1526 5.7421 -5.4057
H 3.1518 6.1810 -1.9357
H -1.7921 6.2649 4.5179
H -2.1800 -0.1579 2.7427
H 3.6822 -9.3994 -2.2000
H 3.8781 -0.3806 4.9986
H -2.9032 -2.9206 3.8283
H 0.9398 -7.8935 -0.0009
H 3.6524 5.5685 -6.3498
H -2.4921 -1.4358 1.4914
H 3.3466 -0.5905 -1.6199
H 2.4104 3.7679 -0.2079
H 1.8895 -7.7876 -3.5053
H 4.4787 4.7764 -3.2966
H 0.0964 -9.4684 0.1338
H 4.1370 5.4666 -0.6647
H -8.6268 -2.4245 2.3174
H -2.2138 -5.8445 3.6472